# 1
A structure of composition C6H8O6Ru at a distorted geometry, computed with wB97M-V/def2-TZVPD.

Gap between HOMO and LUMO (spin up / spin down), eV: 7.05 / 6.63
Total charge: +2
Max |F|, eV/A: 6.32
Energy above the lowest of the compared OMol25 structures with the same formula, charge and spin, eV: 0.000
Multiplicity: 7
Energy, Eh: -778.8089
LUMO (spin up / spin down), eV: -9.136 / -12.741

```
21
Properties=species:S:1:pos:R:3:forces:R:3:lowdin_spin:R:1
O -0.34971 2.36084 -1.04029 -0.47 0.58 0.09 0.2800
C 0.55668 3.42924 -0.84353 3.10 1.54 -5.29 0.0183
O 1.25538 3.80350 -1.75125 -1.53 -0.80 2.28 0.1037
O 0.43823 3.79399 0.37053 -0.85 -0.10 2.26 0.3341
C -0.05732 1.27594 -1.93052 0.33 -1.67 -1.06 0.1137
H -0.39367 1.57479 -2.93450 0.07 0.03 0.24 0.0292
H 1.02433 1.08749 -1.95847 -0.22 0.42 0.08 0.0055
C -0.79728 0.08137 -1.41875 -0.04 -0.31 -2.79 0.5893
H -1.86821 0.05276 -1.63675 0.29 -0.09 0.30 0.0221
H -0.27118 -0.87092 -1.51157 -0.19 0.27 0.20 0.0270
O 0.55965 -0.69174 1.78489 -1.42 1.61 0.19 0.0438
C -0.66938 -0.62324 1.29927 2.13 -2.81 -2.65 0.1370
C 1.04463 -2.04630 1.70592 0.48 -1.06 0.29 0.0065
O -1.03984 0.40777 0.61260 -0.94 -1.15 3.02 0.2458
O -1.13146 -1.79723 0.90762 -0.68 2.06 0.68 0.0258
C -0.19562 -2.83063 1.26654 0.37 -0.93 0.51 0.0043
H 1.41679 -2.33708 2.69254 -0.07 0.10 -0.26 0.0006
H 1.85816 -2.07741 0.97204 -0.20 0.19 0.21 0.0015
H -0.63173 -3.43228 2.07088 0.04 0.14 -0.25 0.0004
H -0.02445 -3.44860 0.37991 -0.16 0.17 0.20 0.0005
Ru -0.72399 2.28775 0.96288 -0.04 1.81 1.75 4.0108
```
Forces are in eV/Å.

# 2
A structure of composition C34H58BCaN11O at a distorted geometry, computed with wB97M-V/def2-TZVPD.

Gap between HOMO and LUMO, eV: 9.24
Max |F|, eV/A: 2.96
Energy above the lowest of the compared OMol25 structures with the same formula, charge and spin, eV: 1.270
Energy, Eh: -2710.5468
LUMO, eV: 0.295

```
106
Properties=species:S:1:pos:R:3:forces:R:3:lowdin_charge:R:1
Ca 0.42457 0.69701 -0.88303 1.51 0.74 1.08 1.3647
C -3.64114 0.85012 -2.76806 0.11 0.14 0.04 -0.0512
C -3.25059 1.63905 -1.51068 -0.06 -0.08 -0.02 -0.3736
C -4.37535 2.58428 -1.09408 0.17 0.02 0.01 -0.0626
C -2.89027 0.67154 -0.42554 -0.06 -0.18 0.23 -0.2514
C -3.75314 -0.00337 0.44085 0.02 0.04 0.00 0.0427
C -2.95343 -0.86011 1.17662 -0.03 0.07 -0.11 -0.1911
C -3.42955 -1.77837 2.26496 -0.06 0.00 0.01 -0.3602
C -4.44406 -2.78558 1.71148 0.11 0.01 0.03 -0.0540
C -4.07097 -0.95705 3.39098 0.11 -0.06 -0.03 -0.0632
N -1.67916 -0.69213 0.75173 -0.30 -0.30 0.30 0.0412
N -1.64014 0.25349 -0.21871 -1.34 -0.03 0.12 -0.0325
B -0.41438 -1.50516 1.12129 -0.14 0.04 -0.01 -0.4884
N 0.23822 -2.14596 -0.13244 -0.10 -0.40 0.23 0.0402
N 0.70113 -1.44597 -1.20567 0.44 -1.64 -0.78 -0.0323
C 1.17326 -2.33911 -2.08273 -0.04 -0.38 0.29 -0.2444
C 1.02467 -3.62944 -1.55826 0.07 0.11 -0.03 0.0323
C 0.43246 -3.46983 -0.32430 0.10 -0.04 -0.09 -0.1933
C -0.00233 -4.55360 0.61791 -0.09 -0.06 -0.04 -0.3583
C 0.82736 -5.82321 0.43081 -0.02 0.14 0.05 -0.0687
C -1.48879 -4.84993 0.38691 0.11 0.08 0.12 -0.0412
C 1.73960 -2.07771 -3.45336 -0.19 0.12 -0.08 -0.3593
C 0.81372 -2.71745 -4.49896 0.13 -0.01 0.04 -0.0585
C 1.94768 -0.61094 -3.79124 0.07 -0.18 0.16 -0.0667
N 0.61020 -0.64976 1.90406 -0.08 -0.22 0.29 0.0363
N 1.27559 0.41046 1.36695 0.50 0.32 0.60 0.0201
C 2.09288 0.87142 2.33157 -0.16 -0.32 0.08 -0.2506
C 1.94135 0.10007 3.48622 0.07 0.08 -0.04 0.0315
C 0.99706 -0.85650 3.17980 0.08 0.04 0.01 -0.1949
C 0.44141 -1.88925 4.11677 -0.05 -0.01 0.09 -0.3579
C 1.52504 -2.42452 5.05359 -0.05 -0.02 -0.11 -0.0639
C -0.71532 -1.27346 4.91396 0.01 -0.11 -0.10 -0.0407
C 3.02019 2.05229 2.22223 -0.05 0.07 0.03 -0.3755
C 4.13681 1.97289 3.26553 0.01 -0.05 -0.12 -0.0757
C 2.24803 3.36595 2.37023 0.14 -0.02 -0.05 -0.0582
H -3.87291 1.52821 -3.59186 -0.02 -0.01 -0.01 0.0767
H -4.52451 0.24097 -2.56802 0.01 -0.04 -0.01 0.0843
H -2.82641 0.19427 -3.07983 -0.04 -0.03 -0.03 0.0760
H -2.36217 2.23165 -1.72220 0.01 0.01 -0.02 0.0859
H -5.30972 2.04081 -0.94228 -0.02 0.01 0.02 0.0753
H -4.53330 3.33124 -1.87251 -0.05 -0.01 -0.01 0.0742
H -4.12056 3.10981 -0.17275 -0.05 0.00 0.02 0.0848
H -4.81976 0.11746 0.52900 0.00 0.00 0.00 0.1169
H -2.58082 -2.32720 2.67441 0.02 0.03 -0.03 0.1102
H -5.34393 -2.27130 1.37116 -0.01 0.00 0.00 0.0802
H -4.72854 -3.50121 2.48461 -0.03 0.00 0.00 0.0836
H -4.03357 -3.33595 0.86628 -0.05 -0.02 0.00 0.0641
H -5.00607 -0.51103 3.04951 0.00 0.02 0.01 0.0797
H -3.41274 -0.15038 3.71307 -0.04 0.01 0.03 0.0723
H -4.28575 -1.59461 4.25010 -0.04 0.01 0.01 0.0827
H -0.76397 -2.38972 1.82660 0.00 0.01 -0.02 0.0970
H 1.32024 -4.55076 -2.02987 0.00 -0.02 0.02 0.1148
H 0.13186 -4.20753 1.64457 0.01 0.00 -0.02 0.1176
H 0.64828 -6.25990 -0.55261 0.02 -0.04 0.00 0.0769
H 0.54302 -6.55783 1.18457 0.01 -0.05 -0.03 0.0803
H 1.89344 -5.61743 0.52986 0.01 -0.03 0.00 0.0852
H -1.63768 -5.24692 -0.61864 -0.01 0.00 -0.01 0.0925
H -2.07398 -3.93620 0.48174 -0.03 -0.04 0.01 0.0517
H -1.85403 -5.58198 1.10931 -0.03 0.00 -0.01 0.0872
H 2.70454 -2.59351 -3.49681 -0.01 0.00 0.03 0.1398
H -0.16358 -2.23201 -4.47467 -0.02 -0.02 -0.02 0.0891
H 0.67696 -3.78248 -4.31313 -0.04 0.00 -0.01 0.0706
H 1.23498 -2.59510 -5.49777 -0.02 0.01 -0.01 0.0799
H 0.99524 -0.08721 -3.79382 -0.04 0.14 -0.05 0.0489
H 2.38122 -0.51884 -4.78743 -0.02 0.03 -0.01 0.0890
H 2.61641 -0.13021 -3.08183 0.02 0.09 0.00 0.0496
H 2.45885 0.21872 4.42169 0.01 -0.02 -0.01 0.1097
H 0.05280 -2.72846 3.53962 0.02 0.05 -0.01 0.1065
H 1.85825 -1.65262 5.74856 0.03 0.00 0.01 0.0752
H 2.38798 -2.77547 4.48690 0.02 -0.02 0.04 0.0852
H 1.13463 -3.25781 5.63898 0.00 0.02 0.04 0.0805
H -0.33764 -0.51691 5.60383 0.00 0.02 -0.01 0.0885
H -1.24063 -2.03707 5.49077 0.00 0.02 0.02 0.0868
H -1.42568 -0.79385 4.24143 -0.03 -0.01 0.05 0.0573
H 3.51515 2.04028 1.25014 -0.03 -0.01 -0.09 0.1062
H 3.75273 2.15239 4.27092 0.00 -0.01 0.01 0.0798
H 4.89161 2.73063 3.05302 -0.02 0.03 0.05 0.0804
H 4.62147 0.99578 3.24712 0.02 0.02 0.04 0.0841
H 1.71958 3.38275 3.32591 -0.01 -0.01 -0.03 0.0874
H 1.52652 3.49535 1.56696 -0.13 0.08 -0.08 0.0569
H 2.93868 4.21219 2.34696 -0.04 0.01 -0.02 0.0808
N 0.61311 4.69184 -1.03673 0.28 -0.20 0.05 0.0097
C 1.54328 5.32437 -1.97462 0.10 -0.09 0.04 -0.2888
C 2.45553 4.27084 -2.59862 0.10 0.03 0.26 -0.1936
C 3.54559 3.74757 -1.64195 -0.37 -0.18 -0.05 -0.1881
C 3.83376 2.24779 -1.75064 0.24 0.15 0.00 -0.2469
N 2.77776 1.39018 -1.16709 0.16 0.48 -0.18 -0.0713
H 0.05071 4.04666 -1.58148 -0.13 -0.02 0.18 0.0052
H -0.02700 5.38762 -0.67289 -0.03 -0.04 0.04 0.0688
H 2.14841 6.05750 -1.43279 -0.03 0.04 -0.03 0.1095
H 1.00744 5.85240 -2.76831 0.04 0.10 -0.10 0.0988
H 2.92816 4.69582 -3.48596 -0.01 -0.07 -0.06 0.1108
H 1.83139 3.44113 -2.92517 -0.10 -0.14 -0.12 0.0864
H 3.26596 3.96819 -0.60654 -0.04 0.05 0.02 0.0963
H 4.47057 4.28902 -1.84715 0.07 -0.06 0.12 0.1110
H 4.77794 2.04219 -1.23395 0.05 0.05 -0.12 0.1080
H 3.97096 1.99086 -2.80463 -0.05 -0.14 0.04 0.1110
H 2.45803 1.83171 -0.31098 0.43 0.11 0.22 0.0129
H 3.19012 0.50401 -0.88983 -0.04 0.01 0.12 0.0837
O -0.14441 1.86167 -2.41358 -0.89 1.69 -2.27 -0.4175
N -0.44220 1.71953 -3.66263 -0.02 -0.05 -0.15 -0.0085
C -1.13434 2.65856 -4.23229 -0.05 0.08 -0.02 -0.3163
C -1.58996 3.83832 -3.56119 0.10 0.13 0.31 -0.1785
N -1.91358 4.77199 -2.97265 -0.09 0.01 -0.10 0.1974
C -1.47054 2.51439 -5.61309 0.00 -0.09 -0.25 -0.1816
N -1.75574 2.44467 -6.72418 0.00 -0.03 0.03 0.1587
```
Forces are in eV/Å.

# 3
The ion C15H25N2O with charge +1 at a distorted geometry, computed with wB97M-V/def2-TZVPD.

Gap between HOMO and LUMO, eV: 9.15
Total charge: +1
Max |F|, eV/A: 2.79
Energy above the lowest of the compared OMol25 structures with the same formula, charge and spin, eV: 0.000
Energy, Eh: -771.0428
LUMO, eV: -2.462

```
43
Properties=species:S:1:pos:R:3:forces:R:3:nbo_charge:R:1
C -2.67543 5.02106 1.15415 -0.12 -0.44 -0.02 -0.2593
O -3.13069 3.65404 1.23722 0.65 -0.28 -0.03 -0.4814
C -2.22271 2.65697 1.05112 0.28 0.04 -0.07 0.3397
C -2.65789 1.33656 1.31708 -0.04 0.71 -0.11 -0.2432
C -1.77922 0.27521 1.18283 0.30 0.17 0.14 -0.1885
C -0.45760 0.50740 0.77418 0.06 -0.08 -0.33 -0.1491
C 0.47152 -0.66775 0.52465 0.12 0.20 2.13 0.1167
N 1.83778 -0.46258 0.90273 0.82 -0.20 -0.14 -0.4747
C 2.58864 -1.70978 1.09526 -0.19 0.18 0.05 -0.4117
C 2.10232 0.49183 1.97289 -0.05 0.56 0.30 -0.4101
N 0.35570 -0.95000 -0.91223 -0.74 0.65 -2.61 -0.3906
C 1.53858 -0.66524 -1.83872 0.31 -0.25 0.50 -0.2067
C 1.22582 -1.47531 -3.08373 -0.11 0.46 -0.63 -0.4239
C 0.23478 -2.57651 -2.69283 0.06 -0.65 -0.15 -0.4277
C -0.49290 -2.14027 -1.41961 -0.15 0.11 -0.26 -0.0198
C -0.76787 -3.19569 -0.37741 -0.12 -0.43 0.11 -0.6395
C -0.04821 1.79639 0.40485 -0.28 0.12 0.32 -0.1463
C -0.89972 2.88025 0.59548 -0.63 0.04 0.09 -0.3105
H -3.57254 5.60987 1.34082 0.21 0.02 -0.06 0.2189
H -1.91650 5.23059 1.91948 -0.17 -0.09 -0.14 0.1885
H -2.27062 5.24070 0.15818 -0.17 -0.01 0.18 0.1823
H -3.68888 1.19320 1.63816 0.27 0.01 -0.06 0.2447
H -2.11175 -0.74207 1.42146 0.13 0.43 -0.05 0.2203
H 0.12296 -1.55915 1.06586 -0.31 0.21 -0.24 0.2071
H 3.54768 -1.46425 1.56802 -0.27 -0.23 -0.31 0.2292
H 2.04626 -2.41165 1.74798 0.09 0.00 -0.02 0.1837
H 2.78806 -2.20680 0.14115 -0.01 -0.08 0.11 0.1864
H 2.90665 0.11981 2.61893 -0.31 0.11 -0.17 0.2152
H 2.43375 1.44904 1.54976 -0.08 -0.13 0.28 0.2012
H 1.21030 0.67462 2.58647 0.33 -0.01 0.03 0.2055
H -0.27467 -0.21489 -1.25328 0.28 0.03 0.54 0.4562
H 2.47470 -0.94021 -1.35164 -0.33 0.04 -0.05 0.2407
H 1.54107 0.42506 -2.00569 0.15 -0.55 0.07 0.2285
H 2.13813 -1.87732 -3.53932 -0.25 0.08 0.16 0.2492
H 0.78435 -0.79163 -3.81823 -0.02 -0.28 -0.01 0.2217
H 0.76318 -3.52519 -2.52434 -0.11 0.23 0.09 0.2270
H -0.49259 -2.76304 -3.49415 0.25 0.02 0.22 0.2467
H -1.45529 -1.67097 -1.69559 0.37 -0.24 0.16 0.2131
H -1.43284 -3.96029 -0.80628 0.28 0.23 -0.03 0.2563
H 0.14701 -3.70475 -0.03810 -0.25 0.21 -0.03 0.2274
H -1.31492 -2.77537 0.47722 0.22 -0.24 -0.20 0.2240
H 0.95421 1.99059 0.00956 -0.33 -0.19 0.23 0.2167
H -0.55064 3.89748 0.39565 -0.14 -0.49 0.00 0.2360
```
Forces are in eV/Å.

# 4
A cluster of 2 separate species, C3H6FN2 in total at a distorted geometry, computed with wB97M-V/def2-TZVPD.

Gap between HOMO and LUMO (spin up / spin down), eV: 6.92 / 6.08
Total charge: +1
Max |F|, eV/A: 3.78
Energy above the lowest of the compared OMol25 structures with the same formula, charge and spin, eV: 1.217
Multiplicity: 3
Energy, Eh: -326.7923
LUMO (spin up / spin down), eV: -4.211 / -7.482

```
12
Properties=species:S:1:pos:R:3:forces:R:3:lowdin_spin:R:1
C 2.83712 0.95168 0.35940 -0.63 2.51 -2.42 0.1357
C 2.70796 -0.30489 0.16926 0.86 -1.45 3.38 0.6390
C -0.89661 -0.44766 0.09847 -2.01 -1.31 0.35 0.6890
N -1.14605 -1.71219 0.30314 1.20 -2.84 -1.23 0.0977
N -1.76600 0.51385 0.05838 -0.24 2.07 1.42 0.1003
F 2.33539 -1.39819 -0.37743 -0.51 -0.22 -1.61 0.1726
H 3.20884 1.44150 1.28713 -0.23 -0.64 -0.85 0.0241
H 2.59738 1.59667 -0.56780 0.37 -0.23 1.47 0.0533
H -0.30949 -2.39703 0.11243 -2.08 1.68 0.69 0.0175
H -2.12318 -2.23091 0.25402 2.37 1.80 0.15 0.0293
H -1.39202 1.50663 0.16769 -0.83 -1.72 -0.45 0.0147
H -2.73684 0.34734 0.48400 1.73 0.36 -0.91 0.0267
```
Forces are in eV/Å.